The following is a quantum chemistry calculation of 6 unconnected molecules or ions with the total composition C33H68ClN3O14PS6, from the OMol25 dataset.

Structure (ORCA input):
```
! wB97M-V def2-TZVPD RIJCOSX def2/J DEFGRID3
* xyz 1 1
C -1.46886 -3.18023 0.82700
N -0.73160 -2.30861 -0.10889
C -1.24923 -1.04772 -0.29592
N -2.57480 -0.76884 -0.61195
Cl -3.46983 -0.39917 0.82373
C -3.27468 -1.72689 -1.50108
C -4.10975 -1.00069 -2.54817
C -5.08328 0.02596 -1.97737
C -6.13479 0.47470 -2.98519
C -7.04187 1.54955 -2.41437
O -8.13963 0.95468 -1.70483
C -8.16440 1.11501 -0.35498
C -8.46856 -0.16412 0.37318
O -7.96916 2.16868 0.17722
N -0.42549 -0.04404 -0.16003
C -0.82668 1.36277 -0.38083
C -1.29718 2.08254 0.90760
C -0.19812 3.07680 1.34805
C -2.63944 2.79992 0.70866
P 1.23927 -0.36105 0.46535
O 1.98395 0.98921 0.10762
O 1.90540 -1.34634 -0.57057
S 1.19487 -0.86723 2.28588
H -0.76891 -3.96497 1.08378
H -2.37690 -3.60671 0.39665
H -1.74111 -2.62494 1.72156
H -0.52396 -2.80204 -0.97226
H -3.86910 -2.42671 -0.91133
H -2.49240 -2.28514 -2.02054
H -4.66498 -1.77574 -3.08726
H -3.46096 -0.50321 -3.27071
H -5.57950 -0.39320 -1.09371
H -4.51958 0.89353 -1.61789
H -5.64772 0.86576 -3.88136
H -6.74454 -0.38509 -3.27365
H -6.48602 2.18675 -1.72151
H -7.43425 2.20758 -3.18837
H -8.89176 0.07237 1.34599
H -9.15711 -0.79168 -0.18868
H -7.53631 -0.71239 0.52335
H -1.57643 1.38854 -1.17011
H 0.04874 1.87336 -0.76531
H -1.38006 1.34821 1.71000
H -0.64661 3.95016 1.81766
H 0.44570 2.62224 2.10378
H 0.41242 3.41424 0.50771
H -3.24463 2.33354 -0.07066
H -3.23222 2.76668 1.62180
H -2.47959 3.84378 0.43505
H 1.75207 1.72528 0.70425
H 1.62526 -1.26978 -1.49075
C 3.53350 -6.14385 1.00391
C 3.24061 -7.34080 0.08841
C 1.71764 -7.45908 -0.05170
S 1.07910 -5.79381 0.16343
O 0.27879 -5.76047 1.36766
O 0.51366 -5.28021 -1.06889
C 2.65067 -5.01035 0.49584
H 4.57962 -5.86125 0.99355
H 3.26875 -6.38874 2.03461
H 3.68795 -7.16777 -0.89213
H 3.66558 -8.26205 0.48239
H 1.40061 -7.82067 -1.02707
H 1.27381 -8.06979 0.73176
H 2.49840 -4.20598 1.21340
H 3.01772 -4.60622 -0.44794
C 8.47094 -4.51663 4.28605
C 8.18439 -5.87596 4.93802
C 6.94788 -6.46252 4.24660
S 6.94459 -5.78711 2.57776
O 5.79085 -4.92713 2.43659
O 7.19571 -6.82806 1.61463
C 8.38788 -4.74829 2.78117
H 9.44660 -4.12730 4.57140
H 7.71632 -3.78886 4.59131
H 9.03860 -6.53902 4.79163
H 8.02108 -5.78392 6.01026
H 6.97498 -7.54670 4.17149
H 6.02161 -6.14450 4.72108
H 8.24887 -3.84301 2.19524
H 9.24523 -5.31014 2.41081
C 0.60741 6.48064 -1.46242
C 0.13731 7.93950 -1.56174
C -0.46366 8.32121 -0.20334
S 0.38036 7.29952 1.01307
O -0.58158 6.40134 1.61425
O 1.22897 8.10565 1.84992
C 1.37754 6.37648 -0.15028
H 1.22923 6.19692 -2.31025
H -0.25827 5.81303 -1.44024
H 0.99143 8.58187 -1.78168
H -0.59056 8.07733 -2.35943
H -0.30129 9.36274 0.06173
H -1.52401 8.08472 -0.13904
H 1.50221 5.36548 0.23151
H 2.34623 6.87241 -0.20573
C -1.97983 -2.30560 -7.41060
C -1.52972 -0.95814 -7.99142
C -2.69069 0.02789 -7.81532
S -3.60353 -0.52995 -6.36879
O -4.91974 -0.94974 -6.76755
O -3.43189 0.41655 -5.28916
C -2.60768 -1.98950 -6.05709
H -1.14966 -3.00265 -7.30947
H -2.72468 -2.76431 -8.06345
H -0.65338 -0.59937 -7.44798
H -1.25144 -1.04420 -9.04001
H -2.36205 1.04815 -7.63593
H -3.38344 0.00230 -8.65421
H -3.25401 -2.77466 -5.67066
H -1.85308 -1.71866 -5.31777
C 2.77910 4.77735 6.19910
C 1.38817 5.27499 5.78097
C 1.49548 5.79620 4.34231
S 2.83759 4.87063 3.58766
O 3.91356 5.76635 3.25683
O 2.30864 3.97349 2.57720
C 3.28280 3.92323 5.03959
H 2.74496 4.20562 7.12504
H 3.44945 5.62529 6.35232
H 0.67869 4.44584 5.82284
H 1.02060 6.05408 6.44627
H 0.59446 5.63610 3.75510
H 1.77567 6.84667 4.29459
H 4.35830 3.76259 5.03187
H 2.75844 2.96948 4.98246
*
```

For the HOMO-LUMO gap, the calculation gives 8.32 eV. The calculation puts the electronic energy at -155276.4225 eV. The value obtained for the HOMO energy is -11.9 eV.



The following is a quantum chemistry calculation of a molecular structure, C28H72CoN4O28P4S in a non-equilibrium geometry, from the OMol25 dataset.

Structure (ORCA input):
```
! wB97M-V def2-TZVPD RIJCOSX def2/J DEFGRID3
* xyz 0 4
Co -1.89567 -2.44381 0.71462
S -0.00144 -1.67740 -0.86190
O -0.40820 -3.02065 -0.41258
O -1.09030 -0.93370 -0.18690
O 1.27883 -1.27573 -0.33158
O -0.14860 -1.55137 -2.35325
C -5.93905 -7.35906 -0.10030
C -5.61719 -6.29454 -1.13534
O -4.95138 -5.21058 -0.53826
P -4.31427 -3.99616 -1.39829
O -3.39171 -3.07060 -0.64046
O -3.67649 -4.75140 -2.68365
C -2.96215 -4.09886 -3.70829
C -3.81844 -3.74365 -4.95813
O -5.61759 -3.21573 -1.94841
C -6.40399 -2.38924 -1.07808
C -7.45930 -3.38602 -0.51497
H -6.39634 -8.23632 -0.55789
H -4.98274 -7.61222 0.35739
H -6.50893 -7.05039 0.77609
H -5.00103 -6.70616 -1.93472
H -6.52962 -5.89638 -1.57922
H -2.41230 -3.24697 -3.30823
H -2.07831 -4.65125 -4.02733
H -4.70461 -3.11623 -4.86245
H -3.31302 -3.22128 -5.77040
H -4.08993 -4.71614 -5.36879
H -5.91078 -2.01400 -0.18139
H -6.91646 -1.57222 -1.58596
H -7.91912 -3.90095 -1.35848
H -6.97696 -4.16266 0.07856
H -8.32544 -3.02831 0.04177
C 2.03819 -4.96884 1.10466
C 2.46082 -3.64412 1.78381
O 1.75482 -3.57512 3.03782
P 0.56994 -2.51499 3.35311
O -0.53837 -2.46431 2.34272
O 1.37512 -1.11249 3.52640
C 0.83041 0.10640 3.03000
C 0.88782 1.09732 4.23293
O 0.23648 -2.97249 4.89762
C 0.23018 -2.14906 6.02327
C 1.56570 -1.49452 6.44821
H 1.04523 -4.89419 0.66131
H 2.65212 -5.34191 0.28490
H 1.76646 -5.77023 1.79171
H 3.51800 -3.77798 2.01308
H 2.31625 -2.77869 1.13710
H 1.38751 0.42814 2.15010
H -0.22594 -0.02049 2.79312
H 0.22879 1.93389 4.00072
H 0.52258 0.50906 5.07474
H 1.91168 1.44134 4.37941
H -0.45196 -1.32078 5.83164
H -0.11245 -2.76409 6.85541
H 2.21812 -2.22476 6.92696
H 2.16621 -1.12158 5.61850
H 1.32343 -0.69156 7.14438
C -3.30767 6.80222 3.96992
C -3.04123 5.40229 3.62102
O -2.49015 5.54338 2.29229
P -1.25972 4.73132 1.76129
O -0.15272 4.54061 2.76388
O -1.92873 3.36590 1.22953
C -1.11820 2.24855 0.76005
C -0.69100 2.52914 -0.69991
O -0.89059 5.46438 0.39108
C -0.38845 6.79878 0.39807
C 1.10008 6.79872 0.64063
H -3.96854 7.34078 3.29073
H -3.81353 6.84980 4.93426
H -2.36262 7.33182 4.09032
H -2.35726 4.92810 4.32488
H -3.91969 4.75701 3.61530
H -0.29230 1.98435 1.42048
H -1.78873 1.38921 0.75529
H -0.49930 1.57825 -1.19705
H -1.42084 3.05206 -1.31796
H 0.22045 3.12601 -0.66670
H -0.57441 7.24105 -0.58066
H -0.97699 7.45012 1.04420
H 1.62460 6.28443 -0.16465
H 1.47747 7.82036 0.59661
H 1.27818 6.26629 1.57491
C 5.47653 -0.74561 1.87054
C 4.65703 -0.39502 0.63268
O 5.29297 0.56219 -0.16235
P 5.32518 2.15215 0.30237
O 6.32362 2.54007 1.34139
O 5.58527 2.86471 -1.14619
C 5.61137 4.28619 -1.26986
C 4.29380 4.75584 -1.83829
O 3.77526 2.60096 0.60186
C 3.41380 3.15060 1.84757
C 4.00687 4.62064 1.98882
H 5.30062 -0.11009 2.73845
H 5.35206 -1.79733 2.12841
H 6.53519 -0.58474 1.66694
H 4.65106 -1.32483 0.06389
H 3.59598 -0.19556 0.78259
H 5.92434 4.73342 -0.32639
H 6.33942 4.49565 -2.05355
H 4.23564 5.83793 -1.95573
H 4.15742 4.31976 -2.82790
H 3.48373 4.54549 -1.13997
H 2.33411 3.09461 1.98629
H 3.83488 2.52360 2.63348
H 3.71794 5.00202 2.96819
H 5.09017 4.57885 1.87564
H 3.61333 5.29122 1.22492
C 2.35686 -3.78738 -2.54685
N 3.30094 -3.15851 -3.48553
O 4.29398 -2.57454 -3.07585
O 3.10510 -3.22764 -4.68662
H 1.42582 -3.26264 -2.76109
H 2.64052 -3.52342 -1.52805
H 2.25624 -4.84113 -2.80683
C -2.96958 -0.24588 -2.73815
N -3.87217 0.88375 -2.63384
O -5.02326 0.65297 -2.90137
O -3.35729 1.92772 -2.22497
H -3.03519 -0.59020 -3.77025
H -3.18907 -1.02709 -2.01039
H -1.93141 0.03576 -2.56216
C 0.80542 -0.75548 -5.15842
N -0.24052 -0.77158 -6.17877
O -0.02817 -1.13773 -7.30369
O -1.36706 -0.44576 -5.81721
H 0.42121 -0.26985 -4.26140
H 1.65198 -0.30292 -5.67478
H 1.10663 -1.75119 -4.83295
C 2.58297 0.73648 -2.09109
N 2.64555 1.48395 -3.41596
O 1.69259 2.14667 -3.73801
O 3.55789 1.12510 -4.20318
H 2.29488 1.49520 -1.36346
H 3.57372 0.32255 -1.90359
H 1.72094 0.07077 -2.13417
*
```

For the HOMO-LUMO gap (spin up / spin down), the calculation gives 9.13 / 8.71 eV. The calculation puts the electronic energy at -179110.7707 eV. The value obtained for the HOMO energy (spin up / spin down) is -10.0 / -10.0 eV. The calculation puts the energy above the lowest of the compared OMol25 structures with the same formula, charge and spin at 2.970 eV.



The following is a quantum chemistry calculation of a single C20H25N3S molecule in a non-equilibrium geometry, from the OMol25 dataset.

Structure (ORCA input):
```
! wB97M-V def2-TZVPD RIJCOSX def2/J DEFGRID3
* xyz 0 1
N 8.95743 0.06079 -3.18494
N -0.87212 1.37316 1.85028
S 7.30889 -0.08789 -3.45474
C 9.19988 0.12042 -1.89656
C -0.53416 1.12203 0.62020
C -2.30105 1.31172 1.90952
C 8.09326 0.14896 -1.04124
C 6.93849 0.04208 -1.75978
C -2.80706 1.01684 0.65543
C 5.29892 0.44457 0.09473
C 4.52726 -0.39276 -2.01002
C 3.98864 0.34634 0.63531
C 3.21950 -0.45649 -1.53268
C 5.59908 0.05176 -1.21132
C 2.96562 -0.12749 -0.19752
N -1.65725 0.86360 -0.08731
C -5.67396 -0.29864 2.66469
C -6.17390 -0.52469 -0.32855
C -3.87067 -1.52934 -0.60227
C 0.83081 1.08783 0.01723
C -4.21292 0.89355 0.14206
C 1.55034 -0.21303 0.30018
C -4.79242 -1.13007 1.68243
C -4.71949 -0.55175 0.25148
H 10.23149 0.20525 -1.53144
H -2.94621 1.51095 2.75194
H 8.17343 0.25558 0.03900
H 6.07157 0.82782 0.77117
H 4.77090 -0.71324 -3.03499
H 3.75040 0.65341 1.66228
H 2.44043 -0.78106 -2.23312
H -1.63707 0.67293 -1.08765
H -5.28618 0.72429 2.77716
H -5.67115 -0.80742 3.64634
H -6.69594 -0.29996 2.30893
H -6.70813 -1.40035 0.01415
H -6.74969 0.35870 -0.01324
H -6.20398 -0.51264 -1.41385
H -3.78591 -1.17537 -1.63785
H -4.32021 -2.53463 -0.59386
H -2.89933 -1.67500 -0.11639
H 0.66845 1.20271 -1.08943
H 1.40609 1.95315 0.39491
H -4.22617 1.21489 -0.89477
H -4.86439 1.57730 0.72881
H 1.57894 -0.39974 1.34635
H 1.02878 -1.07174 -0.12478
H -5.20660 -2.14910 1.70687
H -3.78262 -1.20823 2.10687
*
```

For the HOMO-LUMO gap, the calculation gives 8.53 eV. Its SMILES is CCC(C)(C)Cc1cnc(CCc2ccc(-c3ccns3)cc2)[nH]1. The calculation puts the electronic energy at -36451.5572 eV. The value obtained for the HOMO energy is -8.4 eV. The calculation puts the energy above the lowest of the compared OMol25 structures with the same formula, charge and spin at 0.546 eV.



The following is a quantum chemistry calculation of a molecular structure, C12H14BF4IN2Zr in a non-equilibrium geometry, from the OMol25 dataset.

Structure (ORCA input):
```
! wB97M-V def2-TZVPD RIJCOSX def2/J DEFGRID3
* xyz 2 1
C -0.39346 0.06488 3.48384
C -1.61590 0.60570 2.81889
H -0.05123 -0.35914 2.51278
H -0.49072 -0.73919 4.22988
H 0.41069 0.82531 3.69431
H -1.35369 0.94526 1.78038
H -2.42388 -0.10886 2.77772
H -1.93045 1.61855 3.13232
C 3.08415 -1.73899 -1.48003
C 3.64629 -2.90655 -2.01561
C 3.24254 -3.36649 -3.26182
C 2.20577 -2.68800 -3.92498
H 3.33308 -1.37339 -0.47054
H 4.38726 -3.41234 -1.40892
H 3.72197 -4.24170 -3.72534
H 1.89725 -2.97104 -4.93086
N 2.25110 -0.93390 -2.22925
C 1.64105 -1.49503 -3.36167
C 0.39459 -0.84079 -3.84016
N -0.16112 0.12088 -3.02071
C -1.48096 0.47306 -3.09137
C -1.64852 -0.69887 -5.18271
C -2.22893 0.08389 -4.17959
H -1.89353 1.00830 -2.25362
H -3.28445 0.40970 -4.24308
C -0.33874 -1.17051 -4.98130
H 0.11764 -1.76043 -5.74442
H -2.22742 -0.92605 -6.10560
Zr 0.47277 -0.52161 -1.22801
I -1.25754 -2.56216 -0.74969
F 0.56302 1.07419 -0.03526
B -0.95640 3.44080 5.12877
F 0.19103 3.13643 4.40577
F -1.92836 4.05100 4.38132
F -1.29480 2.98605 6.40507
*
```

For the HOMO-LUMO gap, the calculation gives 5.60 eV. The calculation puts the electronic energy at -36568.4278 eV. The value obtained for the HOMO energy is -15.2 eV. The calculation puts the energy above the lowest of the compared OMol25 structures with the same formula, charge and spin at 0.000 eV.



The following is a quantum chemistry calculation of a single C3H6O3 molecule in a non-equilibrium geometry, from the OMol25 dataset.

Structure (ORCA input):
```
! wB97M-V def2-TZVPD RIJCOSX def2/J DEFGRID3
* xyz 0 1
O -0.71085 -1.23115 0.05485
C 0.41047 -0.76599 -0.31149
O 1.48994 -1.60024 -0.35370
C 0.64449 0.73717 -0.40390
C -0.21225 1.58254 0.52503
O -1.53700 1.05263 0.46522
H 1.04754 -2.37682 -0.16224
H 1.69046 0.87817 -0.18965
H 0.45540 1.03830 -1.40014
H 0.10623 1.41604 1.52858
H -0.19024 2.64752 0.23940
H -2.10238 1.30452 -0.20478
*
```

For the HOMO-LUMO gap, the calculation gives 10.49 eV. Its SMILES is O=C(O)CCO. The calculation puts the electronic energy at -9349.8706 eV. The value obtained for the HOMO energy is -9.7 eV. The calculation puts the energy above the lowest of the compared OMol25 structures with the same formula, charge and spin at 1.446 eV.



electronic energy of number 5 (C3H6O3)?
-9349.8706 eV